Formula: C3H2OS
Source: the Open Molecules 2025 dataset
Level of theory: ωB97M-V/def2-TZVPD

Computed properties:
LUMO energy in eV: -0.90
SMILES string: C#CC(O)=S
Frontier orbital gap in Eh: 0.2991
ΔE to the lowest compared entry with this formula, charge and spin in kcal/mol: 31.84
Spin multiplicity: 1

Last column: Löwdin charge in e.
Positions of all 7 atoms, in Å:
S  2.1232  -0.9923  0.0464  0.70
O  1.1595  1.4347  0.0386  -0.07
C  -0.5427  -0.2273  0.2964  -0.14
C  -1.5467  -0.8288  -0.0265  0.18
C  0.8081  0.0487  0.0694  -0.83
H  0.3862  2.0005  -0.1926  0.11
H  -2.3875  -1.4354  -0.2317  0.04

Cartesian forces, eV/Å:
-2.3 1.1 -0.1
-1.3 -1.6 -0.5
-1.5 -1.7 -1.4
0.8 0.6 0.8
4.2 2.2 0.9
0.5 -0.7 0.4
-0.4 0.0 0.0